The following is a DFT calculation (ωB97M-V/def2-TZVPD) of a 2-piece molecular cluster, C6H13O2 overall at a distorted geometry.

Its total charge is -1. The value obtained for the maximum force is 2.43 eV/Å. The total energy comes out at -10526.478 eV. The value obtained for the HOMO energy is -2.413 eV. The spin multiplicity is 1. The value obtained for the relative energy (zero: lowest compared OMol25 entry of this formula, charge and spin) is 311.3 kJ/mol.

Element x y z (Å)
C (-1.413791, -1.680853, 1.100753)
O (-2.209015, -2.615769, 0.626130)
C (-0.293548, -1.232412, 0.005566)
C (0.660993, -0.145456, 0.582254)
C (0.183014, 1.268326, 0.304984)
C (1.018674, 2.301517, 0.452406)
C (-1.217239, 1.625704, -0.139923)
H (-0.826934, -2.069966, 2.002475)
H (-1.948015, -0.739393, 1.430350)
H (-0.842688, -0.854334, -0.845292)
H (0.192303, -2.174757, -0.195450)
H (1.633869, -0.361508, 0.134875)
H (0.713465, -0.325822, 1.669670)
H (0.770321, 3.351673, 0.504033)
H (2.052972, 2.076715, 0.710656)
H (-1.255039, 2.690519, -0.333799)
H (-2.000135, 1.232593, 0.501064)
H (-1.390514, 1.236218, -1.154681)
H (1.419497, -0.735976, -2.413119)
H (2.421273, -1.870917, -2.274681)
O (2.330537, -0.976103, -2.668274)

Forces on atoms 1 to 6 (eV/Å):
C 0.581 -0.343 -0.708
O -0.587 -0.277 -0.265
C -0.781 0.554 2.233
C -1.022 -1.097 -0.854
C 0.282 1.140 0.085
C 0.924 -0.712 0.654

---

The following is a DFT calculation (ωB97M-V/def2-TZVPD) of a 2-piece molecular cluster, C6H13OP overall at a distorted geometry.

The value obtained for the maximum force is 4.10 eV/Å. The total energy comes out at -17765.101 eV. The value obtained for the HOMO energy (alpha / beta) is -7.633 / -7.634 eV. The spin multiplicity is 1. The value obtained for the relative energy (zero: lowest compared OMol25 entry of this formula, charge and spin) is 323.4 kJ/mol.

Element x y z (Å)
C (-2.858541, 0.155169, -0.668362)
C (0.634810, -0.647972, -1.234622)
C (1.932540, -0.146410, 0.840952)
C (0.048977, -1.819261, 1.009323)
C (-0.235122, 2.418497, -0.172019)
C (0.518675, -0.545121, 0.319683)
O (-3.244100, -0.894501, -0.387835)
P (-0.760070, 0.837163, 0.777786)
H (-3.489819, 0.969789, -1.087660)
H (-0.350372, -0.628766, -1.776750)
H (1.006370, 0.256665, -1.850888)
H (1.349982, -1.487780, -1.411605)
H (2.449997, 0.165346, -0.075946)
H (2.276997, -1.016139, 1.371260)
H (1.702970, 0.661309, 1.514438)
H (-0.152765, -1.674336, 2.064371)
H (-1.032930, -2.020479, 0.875877)
H (0.697122, -2.780517, 0.813622)
H (-1.175375, 2.853986, -0.660296)
H (0.606425, 2.274304, -0.950964)
H (0.074226, 3.069050, 0.689638)

Forces on atoms 1 to 6 (eV/Å):
C 2.595 2.429 2.038
C -0.395 0.731 -1.086
C -2.007 0.138 -0.927
C -0.930 -1.491 -0.256
C 0.061 -0.397 -0.153
C -0.481 1.217 -1.364

---

The following is a DFT calculation (ωB97M-V/def2-TZVPD) of a 2-piece molecular cluster, C6H13P overall at a distorted geometry.

The value obtained for the maximum force is 4.53 eV/Å. The total energy comes out at -15715.488 eV. The value obtained for the HOMO energy (alpha / beta) is -6.877 / -9.460 eV. The spin multiplicity is 3. The value obtained for the relative energy (zero: lowest compared OMol25 entry of this formula, charge and spin) is 100.6 kJ/mol.

Element x y z (Å)
C (-0.747821, -3.886303, -1.924462)
C (-0.387730, 2.399032, -0.579830)
C (1.274307, 2.038239, 1.228589)
C (-0.677317, -0.481633, 1.694624)
C (-0.212318, 1.760128, 0.752504)
C (-0.260008, 0.210705, 0.600344)
P (0.799406, -3.462103, -2.427603)
H (-1.541968, -3.224064, -1.973881)
H (-1.009459, -4.881400, -1.652962)
H (-1.447425, 2.294493, -1.043530)
H (0.296747, 1.823161, -1.339766)
H (-0.268821, 3.502057, -0.542797)
H (1.725309, 1.107728, 0.861314)
H (1.597525, 2.196422, 2.263615)
H (1.763645, 2.745210, 0.479743)
H (1.589311, -4.486080, -1.747966)
H (-0.994790, 0.073940, 2.491610)
H (-0.690855, -1.522046, 1.780897)
H (-1.011822, 2.117451, 1.393609)
H (0.204084, -0.324939, -0.314054)

Forces on atoms 1 to 6 (eV/Å):
C -2.177 -1.663 1.510
C -1.102 -0.234 -3.047
C 0.475 -0.174 -2.439
C 1.215 0.853 -3.724
C 1.098 -1.120 -0.057
C -0.462 -0.847 1.435

---

The following is a DFT calculation (ωB97M-V/def2-TZVPD) of C6H13PS as an isolated structure at a distorted geometry.

The value obtained for the maximum force is 5.82 eV/Å. The total energy comes out at -26554.213 eV. The value obtained for the HOMO energy is -7.484 eV. The spin multiplicity is 1. The value obtained for the relative energy (zero: lowest compared OMol25 entry of this formula, charge and spin) is 143.7 kJ/mol.

Element x y z (Å)
C (0.506064, -1.668723, -0.895797)
C (0.807336, -1.128408, 1.476591)
C (-1.243543, 0.957634, -1.308117)
C (1.086281, 1.458328, -0.126114)
C (-0.095496, -0.803721, 0.289452)
C (-0.252879, 0.620113, -0.232766)
P (-1.286206, 1.702961, 1.628977)
S (-2.972232, 0.762673, 1.823425)
H (-0.441817, -1.873960, -1.588914)
H (0.964932, -2.713525, -0.597642)
H (1.375773, -1.119087, -1.383270)
H (0.897135, -2.135189, 1.561444)
H (1.753828, -0.693177, 1.580240)
H (0.421086, -0.751567, 2.389743)
H (-1.967924, 0.129894, -1.257426)
H (-1.830547, 1.857194, -1.198342)
H (-0.642321, 1.101190, -2.199522)
H (1.725686, 1.174471, 0.689111)
H (0.817223, 2.524657, 0.011164)
H (1.510649, 1.545113, -1.194439)
H (-1.133029, -0.946872, 0.532203)

Forces on atoms 1 to 6 (eV/Å):
C -1.477 -1.367 -0.820
C -1.670 2.905 0.162
C 0.465 -1.086 0.567
C -2.139 1.054 -3.033
C 1.509 -0.110 -1.768
C 1.678 2.918 4.750

---

The following is a DFT calculation (ωB97M-V/def2-TZVPD) of a 2-piece molecular cluster, C6H14 overall at a distorted geometry.

The value obtained for the maximum force is 2.93 eV/Å. The total energy comes out at -6442.120 eV. The value obtained for the HOMO energy is -5.458 eV. The spin multiplicity is 1. The value obtained for the relative energy (zero: lowest compared OMol25 entry of this formula, charge and spin) is 703.3 kJ/mol.

Element x y z (Å)
C (-0.629802, -1.581234, 0.437035)
C (0.017378, -0.204570, 0.729464)
C (0.408866, 0.558318, -0.503313)
C (1.624094, 0.161661, -1.161540)
C (1.654593, -0.512382, -2.455012)
C (2.327877, 1.176742, -2.253036)
H (-1.512521, -1.393010, -0.180802)
H (0.041335, -2.257289, -0.089512)
H (-0.994324, -2.044932, 1.357868)
H (0.883511, -0.399679, 1.384689)
H (-0.703809, 0.381306, 1.297832)
H (-7.690751, 0.861317, 7.796704)
H (0.006183, 1.563060, -0.541113)
H (2.424611, -0.187632, -0.481459)
H (0.772556, -0.399436, -3.062226)
H (-8.450376, 0.927614, 7.724867)
H (2.374731, -1.278501, -2.697333)
H (2.831044, 1.865401, -1.565633)
H (3.085135, 1.006300, -3.021882)
H (1.529668, 1.756944, -2.715598)

Forces on atoms 1 to 6 (eV/Å):
C -0.438 0.752 0.062
C 0.564 -0.403 -0.005
C -0.193 0.883 0.062
C -1.219 -2.468 1.002
C 0.204 0.542 1.257
C -0.139 1.634 -1.975

---

The following is a DFT calculation (ωB97M-V/def2-TZVPD) of an isolated ion of composition C6H14 and charge +1 at a distorted geometry.

Its total charge is +1. The value obtained for the maximum force is 2.30 eV/Å. The total energy comes out at -6438.172 eV. The value obtained for the HOMO energy (alpha / beta) is -15.687 / -15.614 eV. The spin multiplicity is 2. The value obtained for the relative energy (zero: lowest compared OMol25 entry of this formula, charge and spin) is 65.1 kJ/mol.

Element x y z (Å)
C (0.741482, 0.588099, -2.301735)
C (-0.691391, 0.734408, -1.404965)
C (-0.423681, 0.815601, 0.071023)
C (0.306387, -0.354459, 0.710398)
C (0.703240, -0.069348, 2.197840)
C (-0.654584, -1.596210, 0.742894)
H (1.001903, -0.461678, -2.398372)
H (0.527368, 0.957829, -3.302210)
H (1.398575, 1.241235, -1.736516)
H (-1.225092, -0.171568, -1.697439)
H (-1.089009, 1.669704, -1.793255)
H (-1.557582, 0.715058, 0.205422)
H (-0.044561, 1.773612, 0.424415)
H (1.219701, -0.509069, 0.120549)
H (1.240269, -0.929910, 2.594896)
H (-0.268849, -0.127905, 2.684615)
H (1.280606, 0.839628, 2.320810)
H (-0.503918, -2.227000, -0.143879)
H (-0.323299, -2.248237, 1.543752)
H (-1.701863, -1.318770, 0.739748)

Forces on atoms 1 to 6 (eV/Å):
C 0.544 0.097 -0.180
C -0.679 0.355 0.351
C 1.847 -0.420 -0.868
C -1.387 -0.199 1.482
C -0.672 -0.807 -1.305
C 1.770 -0.355 -1.425

---

The following is a DFT calculation (ωB97M-V/def2-TZVPD) of C6H14B2BaF2O10PPd as an isolated structure at a distorted geometry.

Its total charge is -1. The value obtained for the maximum force is 6.40 eV/Å. The total energy comes out at -47174.538 eV. The value obtained for the HOMO energy (alpha / beta) is -4.960 / -4.938 eV. The spin multiplicity is 3.

Element x y z (Å)
Pd (-1.889659, 0.674651, -1.536524)
Ba (-4.018297, -0.700574, 1.647914)
B (-0.851843, 2.733222, -2.271510)
H (0.137085, 2.033324, -2.031825)
H (-0.473050, 3.816931, -2.647211)
H (-1.483486, 2.169510, -3.098825)
H (-1.439510, 2.818579, -1.236885)
B (-1.111623, -0.017561, 0.548657)
H (-1.885332, 0.705141, 1.047819)
H (-0.395141, -0.557380, 1.377239)
H (-1.688419, -0.873486, 0.029964)
H (-0.438407, 0.553582, -0.255396)
P (-4.624405, 0.115938, -1.374611)
O (-5.101686, -1.178671, -0.583647)
O (-3.279960, -0.694868, -1.945044)
O (-3.789166, 1.212824, -0.609499)
O (-5.244510, 0.207006, -2.734750)
C (2.526326, 2.444390, -0.202103)
C (2.484528, 1.173759, 0.656596)
O (2.688616, 1.541322, 1.987007)
C (3.017091, 2.869398, 2.031702)
O (3.311827, 3.446610, 3.024044)
O (2.883569, 3.431656, 0.825994)
F (3.590111, 0.425282, 0.305212)
H (1.645616, 2.753746, -0.755865)
H (3.426377, 2.359433, -0.806197)
H (1.555846, 0.609868, 0.648728)
C (0.848260, -3.309540, 1.761850)
C (1.527284, -2.578339, 0.611492)
O (1.509694, -3.510952, -0.441728)
C (0.607061, -4.489300, -0.172825)
O (0.326317, -5.379562, -0.893265)
O (0.065572, -4.290496, 1.058099)
F (2.829513, -2.305695, 0.937878)
H (0.149983, -2.723849, 2.354415)
H (1.528537, -3.838477, 2.428701)
H (1.055290, -1.647422, 0.314391)

Forces on atoms 1 to 6 (eV/Å):
Pd -0.394 -0.179 -1.379
Ba 0.491 0.497 -2.617
B 1.501 -0.103 0.278
H 0.299 0.135 -0.157
H -0.140 0.056 -0.066
H -0.643 -0.343 -0.900

---

The following is a DFT calculation (ωB97M-V/def2-TZVPD) of C6H14BNS2 as an isolated structure at a distorted geometry.

The value obtained for the maximum force is 4.62 eV/Å. The total energy comes out at -30285.905 eV. The value obtained for the HOMO energy is -8.138 eV. The spin multiplicity is 1. The value obtained for the relative energy (zero: lowest compared OMol25 entry of this formula, charge and spin) is 0.0 kJ/mol.

Element x y z (Å)
B (-0.597195, -0.116364, -0.264179)
C (-1.886298, 1.040932, 2.462972)
C (-2.933923, 0.484767, 1.526676)
C (-0.838968, -0.026806, 2.973195)
C (1.935729, 0.662794, -2.807905)
C (2.203767, -1.554695, -1.587586)
C (1.617609, -0.128793, -1.523605)
N (0.190294, -0.251080, -1.329723)
S (-2.400559, 0.235648, -0.282722)
S (0.595726, -0.070426, 1.859194)
H (-1.306115, 1.668852, 1.859923)
H (-2.429065, 1.560351, 3.294935)
H (-3.534318, -0.456986, 1.887005)
H (-3.814549, 1.200279, 1.310986)
H (-0.380482, 0.325676, 3.878158)
H (-1.158731, -1.068701, 3.188249)
H (1.949921, -0.043570, -3.610593)
H (1.257041, 1.426863, -2.791791)
H (2.868501, 0.942261, -2.433962)
H (1.438066, -2.226181, -2.121829)
H (2.347455, -2.003192, -0.563358)
H (3.142283, -1.551409, -2.091119)
H (2.003698, 0.402117, -0.696969)
H (-0.269886, -0.452337, -2.135955)

Forces on atoms 1 to 6 (eV/Å):
B -0.361 0.786 4.539
C -0.858 -2.104 1.222
C -2.992 -0.943 -1.032
C -0.261 0.213 -0.386
C 0.258 -2.865 2.410
C -1.566 -0.888 0.907

---

The following is a DFT calculation (ωB97M-V/def2-TZVPD) of an isolated ion of composition C6H14BO3 and charge -1.

Its total charge is -1. The value obtained for the maximum force is 0.85 eV/Å. The total energy comes out at -13269.488 eV. The value obtained for the HOMO energy is -3.769 eV. The spin multiplicity is 1. The value obtained for the relative energy (zero: lowest compared OMol25 entry of this formula, charge and spin) is 0.0 kJ/mol.

Element x y z (Å)
C (-2.383309, -0.605930, -0.972308)
C (-2.116629, 0.894880, -1.187030)
C (-0.617066, 1.165581, -1.445267)
C (0.073040, 1.521219, -0.133819)
O (1.456058, 1.239967, -0.144562)
C (1.784847, 0.029656, 0.493106)
C (1.570866, -0.114633, 2.003337)
O (1.931462, -1.453401, 2.205107)
B (1.678799, -2.166898, 0.899305)
O (1.108080, -1.063474, 0.011170)
H (-1.471229, -1.085931, -0.639228)
H (-2.719644, -1.048052, -1.901913)
H (-3.122067, -0.761904, -0.192596)
H (-2.414823, 1.457652, -0.308967)
H (-2.701676, 1.290777, -2.010185)
H (-0.548834, 1.994991, -2.143866)
H (-0.140533, 0.293511, -1.869970)
H (-0.070535, 2.583484, 0.061503)
H (-0.439649, 0.978453, 0.651355)
H (2.865404, -0.107995, 0.356123)
H (2.136262, 0.556228, 2.655008)
H (0.512255, 0.012454, 2.269990)
H (2.749990, -2.519777, 0.388318)
H (0.878932, -3.090859, 0.955387)

Forces on atoms 1 to 6 (eV/Å):
C 0.017 0.689 0.211
C 0.620 -0.332 -0.130
C -0.759 0.362 0.132
C -0.043 -0.238 -0.386
O -0.225 0.270 0.220
C 0.361 -0.104 0.461

---

The following is a DFT calculation (ωB97M-V/def2-TZVPD) of a 2-piece molecular cluster, C6H14BrN2O overall.

Its total charge is -1. The value obtained for the maximum force is 0.55 eV/Å. The total energy comes out at -81518.793 eV. The value obtained for the HOMO energy is -2.252 eV. The spin multiplicity is 1.

Element x y z (Å)
C (-2.578415, 2.350464, -1.879406)
C (-2.880962, 0.951294, -2.433752)
C (-3.642094, 0.011521, -1.456254)
N (-3.083778, -1.272209, -1.176228)
Br (-1.394455, -0.952597, -0.300046)
H (-3.346771, 3.069808, -2.169945)
H (-2.554536, 2.325202, -0.789482)
H (-1.619561, 2.731644, -2.231658)
H (-1.956499, 0.467506, -2.744650)
H (-3.484393, 1.070867, -3.339110)
H (-4.612664, -0.229929, -1.909158)
H (-3.877772, 0.614069, -0.549161)
C (4.138841, -0.921016, 2.660864)
C (2.782544, -0.243087, 2.608480)
O (2.444314, 0.552473, 3.472832)
N (1.978484, -0.559408, 1.569695)
C (2.249536, -1.477438, 0.479223)
H (4.657091, -0.563617, 3.545336)
H (4.032719, -2.004660, 2.721918)
H (4.731467, -0.680607, 1.777458)
H (1.080296, -0.094943, 1.571786)
H (2.200195, -0.955207, -0.476599)
H (1.501574, -2.270255, 0.460687)
H (3.234839, -1.919874, 0.587169)

Forces on atoms 1 to 6 (eV/Å):
C -0.086 -0.127 -0.007
C -0.129 0.281 -0.187
C 0.009 0.116 0.089
N -0.264 -0.191 -0.313
Br 0.458 0.056 0.290
H -0.042 0.069 0.049